Record 1
15
Properties=species:S:1:pos:R:3:nbo_charge:R:1 method="wB97M-V/def2-TZVPD" smiles="C=C(N)OCC" orbital_gap_ha=0.3300 e_lumo_ev=1.041
H -0.011 -2.976 -0.382 0.3864
N 0.489 -2.460 0.326 -0.8242
H 0.788 0.686 1.372 0.2095
C 1.169 -0.229 0.948 -0.6337
H 0.638 1.871 -0.649 0.2222
H -0.547 2.288 0.603 0.2113
H 2.222 -0.449 1.009 0.2010
H -0.922 2.558 -1.094 0.2165
H -0.839 0.173 -1.636 0.1688
C 0.272 -1.101 0.478 0.4881
H -2.190 0.671 -0.579 0.1892
O -0.999 -0.686 0.218 -0.5211
H 1.448 -2.750 0.460 0.3865
C -1.117 0.496 -0.627 -0.0573
C -0.426 1.862 -0.398 -0.6432

---

Record 2
54
Properties=species:S:1:pos:R:3:mulliken_spin:R:1 method="wB97M-V/def2-TZVPD" multiplicity=6 orbital_gap_ha="0.1028 / 0.1132" e_lumo_ev="-10.241 / -9.967" s2=9.6455 charge=+2
C 0.500 2.628 1.612 -0.0387
H -0.212 1.318 -4.452 0.0011
H -3.674 -0.542 2.801 -0.0005
H -4.458 0.920 2.224 -0.0008
H 3.128 -2.600 1.216 0.0002
H -4.634 -1.748 0.283 0.0001
H 2.229 -1.430 -2.602 -0.0009
N 0.443 0.750 0.027 0.0541
H 2.120 -4.622 -1.978 -0.0001
H 0.638 -3.841 -2.573 0.0016
H 2.491 4.052 -2.524 0.0006
H 1.331 3.258 -4.569 0.0005
P -2.979 -0.015 0.552 0.0484
C 1.816 3.191 -2.473 -0.0126
C 2.082 1.131 3.376 0.0000
H -0.811 0.289 -2.368 0.0020
C -3.134 1.709 -0.150 0.0023
H 1.968 2.864 4.658 -0.0003
C -0.659 -1.586 1.968 -0.0115
C 1.685 0.565 2.168 -0.0406
C 2.686 -3.377 0.585 -0.0020
C 2.769 -1.801 -1.719 0.0014
P 1.544 -2.683 -0.633 0.0477
C 1.697 2.432 3.705 -0.1355
H 0.616 4.223 3.039 -0.0003
H -4.163 2.081 -0.002 0.0002
C 1.154 2.759 -3.628 0.1215
O -0.502 -1.596 3.125 0.0032
H 2.177 -4.092 1.233 -0.0001
C 0.667 1.441 -1.169 0.1748
H 3.519 -3.904 0.105 -0.0006
H 2.705 0.546 4.049 -0.0009
H -4.360 -0.877 -1.242 -0.0003
H -0.037 3.228 0.861 -0.0009
H 2.157 2.824 -0.354 -0.0059
C -3.516 0.365 2.220 -0.0017
H -2.921 1.662 -1.226 -0.0015
C 1.618 2.520 -1.262 0.0435
H -5.366 -0.135 0.025 -0.0003
I -2.755 -3.121 -2.280 0.0024
H 3.218 -0.977 -1.145 0.0004
I -1.474 -4.067 0.959 -0.0088
C -4.493 -0.762 -0.161 -0.0006
C 1.189 -4.144 -1.680 0.0003
C -0.009 1.045 -2.378 0.0370
H 3.557 -2.501 -2.043 0.0002
C 0.911 3.190 2.825 0.0177
H -2.426 2.367 0.377 -0.0008
H -2.787 0.982 2.750 0.0005
C 0.868 1.296 1.254 -0.1546
Dy -1.030 -1.630 -0.516 4.8731
H 2.057 -0.408 1.813 -0.0142
H 0.577 -4.846 -1.113 -0.0003
C 0.282 1.670 -3.568 0.0002

---

Record 3
71
Properties=species:S:1:pos:R:3:mulliken_spin:R:1 method="wB97M-V/def2-TZVPD" multiplicity=6 orbital_gap_ha="0.3377 / 0.2730" e_lumo_ev="0.077 / -1.898" s2=8.7572
C -3.350 -1.536 1.583 0.0053
C -2.869 -5.330 -1.333 0.0001
H -1.897 1.495 1.864 0.0137
C -1.267 2.262 -1.741 0.0065
H -0.518 -3.320 0.043 -0.0013
B 0.895 4.350 0.277 -0.0786
N 0.518 3.939 1.707 0.0109
C -2.670 -1.958 0.442 -0.0017
H -1.227 -1.331 -1.026 0.0021
N -0.326 2.445 -0.820 0.1175
O 0.842 -1.544 0.567 0.0872
C -1.734 -1.093 -0.101 -0.0100
N -1.450 0.103 0.424 0.1296
H -0.306 1.712 3.812 0.0041
C -3.154 -3.247 -0.178 -0.0013
O 3.608 -0.503 3.541 0.0035
H -4.362 -4.374 -2.555 0.0000
H 3.638 -3.166 0.068 -0.0001
C 3.667 2.161 -0.543 0.0120
H 1.558 -1.024 -1.330 -0.0277
C -0.247 -3.678 -2.070 -0.0005
C -0.050 2.637 3.326 0.0253
C -0.991 4.424 -1.510 0.0027
H 4.063 1.162 -0.630 0.0027
C 0.109 3.909 3.876 0.0057
H 0.712 5.754 2.762 0.0002
H -4.105 -2.181 2.009 0.0001
H 2.498 0.249 -1.718 0.0067
H 0.842 0.971 -3.183 -0.0008
H -3.612 -5.731 -0.643 0.0000
O 3.019 -0.417 1.067 0.0731
N 2.396 2.381 -0.217 0.1614
H -1.590 1.271 -2.014 -0.0001
H 3.466 5.402 -0.343 0.0006
H -3.614 0.070 2.985 0.0001
N -0.167 3.767 -0.679 -0.0015
H 0.956 5.537 0.182 -0.0001
O 1.271 0.149 2.739 0.1600
H -2.822 -4.638 -3.392 0.0000
H -0.723 -2.777 -2.466 0.0002
C 0.479 4.703 2.808 0.0117
H -1.007 5.501 -1.542 -0.0007
H -2.066 -6.058 -1.449 0.0000
H -0.438 -5.005 -0.385 0.0003
H 5.380 3.528 -0.925 0.0008
N 1.538 -0.058 -1.630 0.1470
C 3.397 4.327 -0.375 0.0063
O 3.235 1.769 2.412 0.0215
C -2.119 0.498 1.511 0.0047
N 0.186 2.675 2.016 0.1035
C -1.723 3.493 -2.220 0.0078
C -0.833 -4.038 -0.705 0.0027
C -3.076 -0.293 2.120 -0.0007
C 4.347 3.371 -0.670 0.0090
O 2.526 -2.652 2.251 0.0061
O 2.972 -2.537 -0.248 0.0023
H -0.399 -4.480 -2.792 -0.0001
H 0.020 -0.407 -2.868 -0.0030
N -2.285 -4.132 -0.721 0.0002
C -3.532 -5.064 -2.683 0.0000
Ru 0.843 0.859 0.621 3.9012
H 0.827 -3.499 -1.980 0.0002
H -0.020 4.204 4.902 0.0010
O -4.360 -3.467 -0.142 0.0004
H -3.919 -5.997 -3.095 0.0000
P 2.242 -1.866 1.035 0.0085
N 0.945 -0.005 -2.935 0.0347
H -2.474 3.671 -2.970 0.0017
H 3.302 -1.439 3.426 0.0003
N 2.239 3.706 -0.104 0.0049
P 2.765 0.389 2.552 0.0199

---

Record 4
181
Properties=species:S:1:pos:R:3:mulliken_charge:R:1 method="wB97M-V/def2-TZVPD" orbital_gap_ha=0.2490 e_lumo_ev=3.373 charge=-2
O 0.638 -8.364 0.246 -0.1294
H -1.502 -7.123 2.056 0.4023
H 0.102 -1.205 -2.392 -1.4297
H -3.402 -1.070 -2.109 0.5176
H -5.208 1.121 0.484 0.0708
H 1.601 -4.991 4.692 0.0526
H -0.140 -5.082 5.228 0.4076
O 1.097 -1.242 3.211 -1.0631
O -0.191 -1.261 0.002 0.5065
H -0.072 -3.725 -1.212 -0.6771
H -0.518 -1.755 6.579 0.3554
H -4.234 4.906 -1.421 0.3789
H -2.610 -5.885 1.484 0.2980
O 5.344 0.971 -5.402 -0.6481
H 1.620 -8.375 -4.518 0.3428
C -0.303 1.900 -1.122 0.1439
H -0.347 4.261 -2.365 0.3446
O 2.726 3.606 3.019 -0.5632
H 1.074 2.776 -4.436 0.9399
H 0.691 6.371 -8.089 0.3298
O 3.244 -2.787 -0.412 -0.6262
H -3.150 0.141 1.994 -0.1601
H 0.309 2.223 -4.346 -0.9280
H -4.555 -0.923 2.117 0.3174
H -4.431 1.758 -1.622 0.2436
C -0.638 -8.234 -0.355 -1.0571
C -1.558 -6.076 1.741 -0.9404
C 0.404 -1.941 0.972 0.0079
H 3.632 2.642 9.622 0.3468
C 3.294 -1.771 -1.026 0.6788
H -0.676 4.186 -4.026 0.3411
C -0.090 4.775 -3.306 0.9112
O 3.300 0.512 -1.503 -0.5953
C -1.735 1.612 -0.643 -0.4836
H 1.423 -2.898 -1.767 -1.3636
H -2.488 1.349 -3.623 -0.8077
O 0.165 0.211 1.765 -0.2479
H 5.226 3.866 8.484 0.3366
C 0.007 -6.280 -4.393 -0.8405
H 2.698 -3.849 1.650 0.0911
C 0.563 -4.811 4.428 -0.2864
H -2.317 -0.619 -3.420 0.5419
O 0.681 -3.101 0.972 0.6469
C 6.245 3.389 6.159 -0.8323
H 1.369 2.795 -2.671 0.3489
H 3.412 3.880 2.399 0.2896
H -2.186 7.194 -2.677 0.3547
H -0.726 1.469 5.442 0.2829
O 2.780 -4.693 2.111 -0.2799
H -1.053 5.516 -4.770 -0.7511
H -1.371 -8.668 0.344 0.4374
N -1.950 6.283 -3.056 -0.2938
H -4.653 -0.274 -0.453 0.0734
C 0.645 -8.504 -4.038 -0.8075
H 6.309 3.243 5.085 0.2230
H 1.144 3.208 9.528 0.3946
H 0.534 0.861 -5.434 0.3934
H -0.423 5.771 -9.299 0.3192
H -3.183 3.712 -3.497 0.5553
H -1.106 6.924 -6.745 0.4936
C 0.606 -0.951 2.142 0.5458
H 0.758 -9.238 -3.239 0.1043
H 7.031 2.746 6.580 0.3096
O 0.062 2.780 -1.846 -0.8356
H 1.043 1.210 8.192 0.3489
O -1.365 1.515 -5.382 -0.5593
H 6.459 4.394 6.536 0.3258
H 1.345 -4.099 -3.719 0.4196
H 0.777 0.997 4.688 0.0187
C 0.633 2.127 7.746 -0.5955
C 3.039 0.378 -4.899 0.4246
O -1.693 0.618 0.195 -0.2059
H 3.738 -5.132 3.938 0.2842
O 0.942 2.187 6.377 -0.3034
H -0.953 -4.946 0.278 -0.4718
C 1.627 3.263 -3.623 -0.5468
C 0.305 1.150 5.655 -0.3240
H -2.692 6.242 -5.070 0.2748
O 3.128 -0.019 0.687 -0.6698
H 0.917 2.681 2.765 0.0272
O -5.299 1.323 -1.598 -0.7252
C -0.993 -6.767 -0.521 -0.4113
H 2.825 4.445 8.625 0.2507
H -2.241 -1.447 6.476 0.2985
C -3.355 2.778 2.405 -0.0627
H -1.179 -5.295 -2.917 0.2999
C -5.384 0.545 -0.426 -0.3523
H -0.719 -8.774 -1.302 0.5736
O 0.102 -7.340 -3.477 -0.0478
H -2.016 -6.657 -0.911 0.4930
H -4.332 2.288 2.505 0.3814
H 0.470 -3.719 4.338 -0.0874
H -0.870 -4.262 -4.265 0.5332
O -1.244 -1.437 4.690 -0.0689
C -1.539 5.915 -6.812 -1.3747
B -0.314 0.162 0.375 0.2499
C 1.041 -9.716 0.195 -0.8890
H -0.180 6.479 -1.128 0.2412
N 2.592 3.641 8.043 -0.2767
H -2.673 2.016 2.783 -0.2307
C -3.557 -0.727 2.515 -0.3497
N -0.652 -5.866 0.594 0.3548
C 0.137 5.474 -8.398 -0.9112
H -3.769 3.146 0.067 0.4451
O -2.701 -1.848 2.370 -0.3932
N 0.776 -4.451 -2.952 -0.2025
O 4.769 0.184 -3.376 -0.7394
C 0.182 6.918 -2.060 -1.6080
H 0.294 0.234 6.250 0.1758
H -1.600 -3.044 5.983 0.2228
O -0.664 4.979 -7.380 -0.2044
H -0.454 2.063 7.885 0.4603
H 1.455 -9.901 -0.801 0.2310
B 3.476 -0.248 -2.753 1.5553
H -1.077 -4.143 2.476 -0.5756
H -0.201 6.723 -4.187 0.5059
O -2.708 2.185 -1.061 0.7432
H 2.144 2.108 1.634 0.2097
H 3.176 1.650 8.181 0.3831
O 0.242 -5.434 3.217 -0.2339
H -6.335 0.013 -0.427 0.4321
H -2.943 3.075 -1.485 0.3236
O -3.188 3.938 3.205 -0.5607
H -1.408 3.601 -3.766 -0.1896
O -3.448 5.001 -0.874 -0.7416
C 3.242 -0.321 -0.465 0.4884
C 1.761 2.990 2.152 -0.1074
H -2.101 -1.818 3.141 0.2539
C -2.352 -1.008 -2.395 -1.4586
H -1.878 -0.278 -1.727 0.5640
H 3.845 -3.456 3.403 0.2558
H 0.606 4.218 8.160 0.3711
O -1.695 -2.243 -2.248 -0.4612
H -2.213 5.647 -2.300 -0.0411
C -0.487 6.234 -3.254 -0.2661
C 4.951 2.916 8.003 -0.7367
O 2.464 0.022 -3.775 0.0035
H 0.242 -10.411 0.474 0.3472
C 1.214 3.354 8.437 -0.8875
H -0.207 0.537 -3.912 -0.1431
H 4.772 -4.705 2.556 0.3042
H 0.867 4.744 -8.745 0.2653
H -0.076 -8.927 -4.752 0.3405
C -0.145 1.296 -4.698 0.3817
H 2.678 3.134 -3.877 0.1377
C -2.402 3.400 -4.187 -0.1611
O 4.942 3.062 6.610 -0.1234
H -1.827 -5.208 3.693 0.4362
C -0.346 -2.169 -2.668 1.7108
C -2.433 1.919 -4.561 0.0673
H -0.310 -2.118 -3.769 0.6040
O 0.484 1.060 -0.468 -0.1038
H -3.327 1.662 -5.132 0.3111
H -0.689 -6.469 -5.222 0.3753
H -2.090 3.643 -0.044 0.4390
C -3.043 3.664 -0.568 -0.6557
H 1.256 6.687 -2.086 0.3716
C 3.536 2.617 8.527 -0.5882
C -1.948 5.517 -5.406 1.0345
H -0.360 -6.365 -1.313 0.0599
H 0.103 8.004 -2.006 0.4229
H -3.195 2.970 1.343 -0.0415
C -1.091 -5.165 2.877 0.5181
C -0.399 -5.022 -3.630 -0.6041
C 3.813 -4.495 3.052 -0.9310
O 2.498 0.548 -5.955 -0.6982
C -1.414 -1.968 5.991 -0.9334
O 1.282 4.633 -3.577 -0.5829
H -3.834 4.590 2.919 0.3111
H 0.992 -6.081 -4.842 0.3461
H -0.300 -1.376 4.445 -0.0557
C 0.466 -3.321 -2.067 0.8417
H -2.424 6.041 -7.451 0.4822
H -3.695 -0.501 3.578 0.3184
N -2.509 4.152 -5.454 -0.5623
C 4.538 0.544 -4.629 0.2950
H -1.871 3.691 -6.100 0.5547
O 3.412 -1.647 -2.339 -0.5190
H 1.840 -9.901 0.917 0.2247
H 5.604 2.098 8.320 0.3961
H 1.449 3.739 1.415 0.2207

---

Record 5
66
Properties=species:S:1:pos:R:3:nbo_charge:R:1 method="wB97M-V/def2-TZVPD" orbital_gap_ha=0.2558 e_lumo_ev=2.801 charge=-1
H -3.084 -1.509 4.289 0.2063
H -3.216 -3.155 2.713 0.1921
H -0.205 2.060 -1.824 -0.0877
C 3.432 -3.108 -3.650 -0.7116
C 3.992 2.742 2.033 0.5905
H -2.456 -2.634 0.409 0.2180
Cl -0.998 -3.767 2.471 -0.1267
H 2.075 3.195 2.394 0.4109
C 0.657 -0.777 1.789 -0.7604
P 0.351 1.831 -0.536 0.7550
C -3.541 -0.411 -1.594 -0.4101
H 1.633 1.436 -1.026 -0.1027
H -1.490 0.577 -3.206 0.2103
N 0.450 3.177 0.346 -1.4176
H -4.926 1.566 -2.483 0.2073
H 4.198 2.933 0.049 0.3790
H -1.855 -0.592 3.396 0.2356
H 4.446 -2.879 -3.977 0.2241
N 3.879 3.467 0.848 -0.8560
C -2.195 -0.073 -3.738 -0.6100
H 0.857 -0.347 -2.441 0.1855
H 3.126 -0.145 3.236 0.2073
H 1.893 2.313 4.538 0.1839
H 1.687 -0.763 -0.932 0.1986
O 3.448 -0.893 -2.710 -0.6099
C -2.464 -1.854 1.178 -0.8165
H -3.174 -1.439 -1.483 0.1978
N 2.922 2.885 2.875 -0.6355
H -1.768 -1.081 -3.749 0.2060
C 2.246 0.481 3.417 -0.4059
H -2.257 0.279 -4.774 0.1982
H 3.425 -4.002 -3.024 0.2328
H -1.386 -1.955 4.421 0.2231
H 3.584 1.809 4.509 0.2135
H 0.303 -1.253 2.708 0.2091
C -2.334 -2.534 2.535 -0.1542
H 2.031 0.823 1.327 0.2004
H 1.678 0.020 4.238 0.1886
C -2.738 0.565 -0.719 -0.7970
H 0.189 4.007 -0.178 0.3509
C 1.382 0.518 2.156 -0.4477
H -4.180 -0.818 -3.596 0.1856
C -0.290 -1.614 -1.099 -0.8147
Sb -1.069 -0.247 0.505 1.4814
C 2.677 1.885 3.903 -0.2082
H 2.924 3.782 0.675 0.4007
C 2.885 -1.940 -2.879 0.7938
H -4.584 -0.432 -1.249 0.1933
H -1.545 0.889 1.769 -0.2408
C 0.993 -1.134 -1.692 -0.1001
H 2.793 -3.304 -4.513 0.2295
H -0.119 -2.538 -0.532 0.2212
H 0.619 1.303 2.278 0.2172
H -2.362 1.396 -1.327 0.2072
H -3.371 1.023 0.050 0.2136
O 1.685 -2.221 -2.391 -0.5221
H -1.032 -1.828 -1.872 0.2053
C -3.579 -0.050 -3.089 -0.2109
C -4.261 1.310 -3.313 -0.6133
H 5.722 2.069 1.655 0.3275
H -3.534 2.124 -3.401 0.2048
H -3.465 -1.398 1.147 0.2135
N 5.004 2.031 2.372 -0.8179
C -2.146 -1.590 3.729 -0.6463
H -4.850 1.302 -4.237 0.1995
H 1.290 -1.512 1.279 0.2047

---

Record 6
20
Properties=species:S:1:pos:R:3:nbo_charge:R:1 method="wB97M-V/def2-TZVPD" orbital_gap_ha="0.2482 / 0.2476" e_lumo_ev="2.446 / 2.718" charge=-1
H -1.638 -0.287 3.585 0.2520
O -0.115 -1.967 4.198 -0.7667
H 2.966 0.992 -1.435 0.1988
H 1.454 -1.454 0.835 0.2149
H -1.106 -0.019 -3.053 0.1676
O 0.349 -3.295 2.461 -0.7374
C -1.331 -0.094 2.579 -0.6490
H -2.267 0.994 -1.897 0.1627
O 0.885 2.094 0.433 -0.9837
H -0.019 2.294 0.643 0.4904
H -1.178 -0.312 -1.289 0.1691
C 0.008 -2.280 3.015 0.7557
P 0.963 0.639 -0.214 1.2149
C 2.593 0.324 -0.607 -0.9198
C -0.111 -0.938 2.122 -0.0305
H -2.133 -0.377 1.885 0.2042
C 0.814 -0.704 1.212 -0.5371
C -1.498 0.253 -2.077 -0.5748
H -1.121 0.994 2.404 0.1723
H 2.514 -0.712 -0.781 0.1963